{"formula": "C26H75N3O17", "method": "the ωB97M-V functional and the def2-TZVPD basis", "symbols": ["C", "C", "O", "O", "H", "H", "H", "H", "H", "H", "C", "C", "O", "O", "H", "H", "H", "H", "H", "H", "C", "C", "O", "O", "H", "H", "H", "H", "H", "H", "C", "C", "O", "O", "H", "H", "H", "H", "H", "H", "C", "C", "O", "O", "H", "H", "H", "H", "H", "H", "C", "C", "O", "O", "H", "H", "H", "H", "H", "H", "C", "C", "O", "O", "H", "H", "H", "H", "H", "H", "C", "C", "C", "O", "C", "N", "H", "H", "H", "H", "H", "H", "H", "H", "H", "H", "H", "C", "C", "C", "O", "C", "N", "H", "H", "H", "H", "H", "H", "H", "H", "H", "H", "H", "C", "C", "C", "O", "C", "N", "H", "H", "H", "H", "H", "H", "H", "H", "H", "H", "H"], "positions_angstrom": [[4.80085, 17.46568, -8.96953], [3.95944, 18.58426, -8.34786], [4.64686, 19.09374, -7.16939], [4.87008, 16.22336, -8.27307], [5.80885, 17.80510, -9.20794], [4.32070, 17.28218, -9.93070], [2.96496, 18.18349, -8.15160], [3.80653, 19.36949, -9.08821], [4.06306, 19.67378, -6.67509], [5.03810, 16.34342, -7.33554], [10.52939, 15.47426, -5.06525], [10.38888, 15.53481, -3.50052], [11.65330, 15.44515, -2.84025], [11.06774, 16.72189, -5.54075], [9.54151, 15.34812, -5.50830], [11.27436, 14.73774, -5.36633], [9.76110, 14.72207, -3.13521], [9.84676, 16.39461, -3.10690], [12.14003, 16.19912, -3.18116], [10.43769, 17.20883, -6.07695], [10.88669, 17.73391, -10.00822], [11.98033, 17.99759, -11.07557], [12.82776, 19.09595, -10.75063], [10.07561, 18.83213, -9.71783], [11.40628, 17.37880, -9.11826], [10.22628, 16.90828, -10.27340], [11.60374, 18.09365, -12.09393], [12.56317, 17.08050, -11.16122], [12.30252, 19.73599, -10.26477], [9.74099, 19.20286, -10.53770], [5.98184, 16.97014, -2.39787], [6.82759, 15.72035, -2.61295], [6.28762, 14.90309, -3.60595], [4.84165, 16.59465, -1.55948], [5.59713, 17.35768, -3.34122], [6.57656, 17.56217, -1.70224], [6.94373, 15.19779, -1.66346], [7.74518, 16.16028, -3.00358], [6.81361, 14.11127, -3.73995], [4.39865, 17.37777, -1.22470], [2.91349, 15.99958, -4.10997], [3.60122, 15.68572, -5.48531], [4.94418, 16.01412, -5.54440], [3.26454, 15.12094, -3.04346], [1.83000, 15.92798, -4.20495], [3.04681, 17.00381, -3.70768], [3.07973, 16.26630, -6.24630], [3.45834, 14.62150, -5.67277], [5.36927, 15.68604, -4.74863], [3.96294, 15.59032, -2.58137], [12.72289, 19.25561, -3.06405], [11.34160, 19.75364, -3.29346], [10.94049, 19.75071, -4.64408], [12.78167, 17.91638, -3.61629], [12.96168, 19.16546, -2.00435], [13.52721, 19.87721, -3.45746], [11.17830, 20.71912, -2.81462], [10.63435, 19.13441, -2.74169], [11.69161, 20.15112, -5.08803], [12.32239, 17.79819, -4.45096], [7.38054, 18.62967, -5.46496], [7.88855, 17.78388, -6.67584], [9.24170, 18.04088, -7.03078], [8.28231, 18.53854, -4.34883], [6.35203, 18.34303, -5.24558], [7.29722, 19.68079, -5.74120], [7.26899, 17.88808, -7.56656], [7.80573, 16.72761, -6.41982], [9.35882, 18.45285, -7.88994], [9.16275, 18.82039, -4.60765], [8.60111, 11.03410, -6.36841], [8.62070, 12.53559, -6.07736], [7.72380, 13.28203, -7.08160], [8.19066, 13.20885, -8.40336], [9.23987, 14.22363, -8.64646], [8.10147, 12.66611, -4.69951], [8.81319, 10.83894, -7.41962], [7.67025, 10.49784, -6.18398], [9.38435, 10.66029, -5.70894], [9.61520, 12.98172, -6.07114], [7.45903, 14.29573, -6.78089], [6.71573, 12.87308, -7.14991], [9.54791, 14.04149, -9.67604], [10.06823, 14.21352, -7.93806], [8.85064, 15.23843, -8.56419], [7.31099, 12.03793, -4.67447], [8.78726, 12.24847, -4.08684], [4.08153, 25.02719, -8.04088], [3.54023, 23.94074, -8.91534], [4.31610, 22.61963, -8.76970], [5.71926, 22.72195, -9.21420], [6.59701, 21.64537, -8.82091], [2.10975, 23.75890, -8.67388], [5.10200, 25.33920, -8.26310], [3.90301, 24.77903, -6.99463], [3.60293, 25.98775, -8.23158], [3.58743, 24.14178, -9.98559], [3.83435, 21.79052, -9.28795], [4.24027, 22.20462, -7.76465], [6.59369, 21.40617, -7.75749], [7.62875, 21.86666, -9.09410], [6.31951, 20.68915, -9.26444], [1.76664, 23.75230, -7.72396], [1.80239, 22.89106, -9.08923], [7.22320, 26.26710, -6.79490], [8.73481, 26.16647, -6.37842], [9.29870, 24.73134, -6.69651], [8.75449, 23.87564, -5.71370], [8.87160, 22.44299, -5.90418], [9.49117, 27.09607, -7.17439], [6.75313, 25.38056, -6.36924], [7.07066, 26.19252, -7.87159], [6.73649, 27.12208, -6.32562], [8.76443, 26.49476, -5.33947], [10.38821, 24.72022, -6.72708], [8.92867, 24.50120, -7.69562], [8.61116, 22.11009, -6.90890], [8.23655, 21.87062, -5.22803], [9.90989, 22.13522, -5.78036], [9.31800, 27.97231, -6.70288], [10.45583, 26.89726, -6.95077]], "forces_ev_per_angstrom": [[-0.2, 0.0, 0.0], [0.9, -0.4, 0.5], [-0.5, -0.5, -0.8], [-0.6, 0.5, -0.8], [0.1, 0.3, 0.1], [0.0, -0.3, -0.1], [-0.1, -0.1, 0.5], [0.3, 0.2, -0.1], [-0.1, 0.0, 0.0], [0.3, 0.3, 0.5], [0.0, 1.9, 1.2], [0.4, -0.7, -0.3], [-0.7, -0.5, -0.4], [0.9, -0.6, 0.7], [0.0, -0.4, -0.1], [-0.4, -0.5, 0.2], [0.2, -0.5, -0.2], [0.1, 0.6, -0.7], [0.5, 0.5, 0.3], [-0.6, 0.3, -0.4], [0.8, -0.8, -0.9], [-0.4, -0.2, 0.3], [0.1, -0.8, -0.1], [0.3, 0.5, 1.3], [-0.1, 0.5, 0.3], [0.2, -0.4, -0.6], [-0.6, 0.5, 0.0], [0.5, 0.0, 0.4], [-0.3, 0.3, 0.1], [-0.5, 0.4, -0.6], [-0.5, -1.5, 1.7], [0.1, 1.3, -0.4], [-0.9, -0.3, 0.1], [0.2, -0.1, -0.2], [0.5, 0.6, 0.1], [0.2, 0.8, -1.0], [0.2, 0.0, 0.1], [0.5, -0.3, 0.4], [0.6, -0.3, -0.3], [0.0, 0.1, -0.1], [-0.2, -0.6, 0.1], [-1.6, 0.4, 1.4], [0.3, 0.9, -0.5], [-0.4, -0.3, -1.1], [-0.2, -0.2, -0.5], [0.5, 0.5, -0.6], [0.0, -0.1, -0.1], [-0.2, -0.2, -0.1], [0.7, -0.6, 0.3], [0.2, -0.2, 0.7], [0.1, -1.8, -0.6], [-1.2, 0.5, 1.4], [0.5, 0.1, 0.2], [1.2, 0.4, 1.2], [-0.3, -0.1, 0.1], [-0.1, 0.2, -0.5], [0.3, 0.6, -0.2], [0.0, -0.5, -0.2], [-0.1, 0.1, -0.8], [-0.6, 0.4, -0.6], [1.3, 0.3, -1.2], [-0.4, 0.2, 0.2], [0.1, -0.2, 1.1], [-1.3, -0.7, 0.2], [0.3, -0.5, 0.5], [0.1, 0.2, -0.3], [-0.3, 0.4, 0.2], [0.1, -0.2, 0.3], [-0.2, 0.4, -0.7], [0.3, 0.2, -0.5], [1.3, 0.3, -0.7], [-1.7, -0.3, 0.0], [-0.8, 0.0, 0.1], [1.8, 1.5, 0.1], [-1.2, -0.7, -0.3], [-0.3, 0.7, 0.0], [0.4, -0.1, 0.0], [-0.2, 0.5, 0.4], [0.0, -0.7, -0.3], [0.1, -0.3, -0.3], [0.7, 0.5, 0.2], [-0.1, -0.7, 0.4], [0.3, 0.1, 0.2], [0.1, -0.6, 0.0], [-0.5, 0.0, -0.1], [-0.3, -0.1, 0.3], [0.1, 0.0, 0.3], [0.1, 1.3, -0.3], [0.1, -1.1, -0.4], [1.5, -0.9, 0.1], [-1.0, -0.1, 0.9], [-0.8, -0.1, 0.0], [-0.4, -0.3, -0.3], [0.2, -0.9, 0.3], [0.4, 0.0, 0.1], [-0.8, -0.1, 0.0], [0.3, 0.6, 0.0], [-0.2, 0.2, -0.9], [0.4, 0.5, 0.8], [-0.3, 0.5, 0.4], [-0.2, 0.3, -0.3], [-0.1, 0.0, -0.5], [0.6, 0.1, 0.3], [-0.1, -0.1, -0.2], [0.9, -1.1, 0.9], [-1.4, -1.0, -1.1], [-1.4, 0.9, 0.8], [-0.3, -1.2, 0.2], [0.7, 0.7, -0.7], [0.5, 0.6, 0.0], [-0.2, 0.0, 0.1], [0.2, 0.4, 0.0], [0.0, 0.2, -0.4], [0.3, -0.9, 0.5], [0.2, 0.0, 0.2], [0.0, -0.3, -0.2], [-0.2, 0.4, -0.2], [0.0, 0.6, 0.3], [0.1, 0.0, 0.3], [0.1, 0.7, -0.5], [0.5, 0.2, -0.3]], "homo_lumo_gap_ha": [0.065, 0.347], "lumo_energy_ev": [2.02, 1.95], "total_charge": -1, "e_tot_ev": -67449.73712, "multiplicity": 2}